[1]
The following is a DFT calculation (ωB97M-V with the def2-TZVPD basis set) of C21H56AsF6HgO21S7 as an isolated structure at a distorted geometry.

Calculated values
relative energy (zero: lowest compared OMol25 entry of this formula, charge and spin)	0.00	kJ/mol
HOMO-LUMO gap	6.5	eV
total energy	-8189.21746	a.u.
total charge	+1

Positions of all 113 atoms, in Å:
Hg1 -8.71592 16.29320 18.37767
As1 -6.90411 17.50727 15.06235
F1 -7.79922 18.77045 14.31924
F2 -8.11812 16.36298 14.53647
F3 -6.00392 16.13961 15.71281
F4 -5.72050 18.62372 15.72961
F5 -7.73116 17.62830 16.61378
F6 -5.94854 17.38946 13.59829
O1 -11.63352 18.80665 16.68376
S1 -11.41383 17.51159 16.10050
O2 -10.32375 16.73918 16.62653
O3 -12.82616 16.70695 16.21831
C1 -14.05108 17.42274 16.04882
C2 -15.19347 16.57561 16.61637
C3 -11.13558 17.61469 14.33194
H1 -14.16988 17.65689 14.98802
H2 -13.99793 18.36181 16.60453
H3 -15.99915 17.23724 16.92523
H4 -14.87278 15.94401 17.44234
H5 -15.57074 15.89303 15.85451
H6 -11.14045 16.59831 13.93586
H7 -10.17464 18.10525 14.20150
H8 -11.96325 18.07961 13.79989
O4 -3.51093 22.50967 12.29379
S2 -4.85549 22.04358 12.45303
O5 -5.93196 22.95861 12.71040
O6 -5.25990 21.18165 11.11136
C4 -4.46224 19.98782 10.87784
C5 -4.63338 19.49649 9.46750
C6 -4.91000 20.73980 13.71561
H9 -4.77291 19.25514 11.63380
H10 -3.44726 20.19380 11.23223
H11 -4.11263 18.55259 9.32014
H12 -4.14184 20.20160 8.79601
H13 -5.69928 19.42201 9.26231
H14 -5.77068 20.11444 13.49475
H15 -5.00449 21.19176 14.69944
H16 -3.99039 20.15991 13.67750
O7 -10.29996 18.89521 11.57211
S3 -9.58026 20.14168 11.58217
O8 -10.05295 21.28834 10.85662
O9 -9.55477 20.53318 13.15341
C7 -9.01324 21.78979 13.57398
C8 -10.13842 22.56702 14.25395
C9 -7.81479 19.93836 11.32778
H17 -8.66961 22.44120 12.76902
H18 -8.18465 21.55284 14.24086
H19 -10.97775 22.73739 13.58277
H20 -9.79556 23.53182 14.63517
H21 -10.53458 22.04766 15.13180
H22 -7.24666 20.82041 11.60880
H23 -7.73199 19.71650 10.26537
H24 -7.57234 19.10573 11.98664
O10 -8.66812 18.66808 18.80560
S4 -8.69538 20.12410 18.81584
O11 -9.04463 20.77660 20.05373
O12 -7.23579 20.65738 18.30531
C10 -6.88336 21.98716 18.66027
C11 -5.92115 22.55479 17.62734
C12 -9.66750 20.78672 17.47739
H25 -6.43863 22.07337 19.65727
H26 -7.72016 22.68464 18.77265
H27 -5.61574 23.54249 17.96931
H28 -6.46477 22.73336 16.69468
H29 -5.08923 21.90432 17.36654
H30 -9.59307 20.05973 16.66708
H31 -9.44664 21.81576 17.21766
H32 -10.72220 20.71862 17.75439
O13 -2.41714 17.81582 12.49964
S5 -2.00990 16.42737 12.44442
O14 -0.87645 15.98467 11.69736
O15 -1.78536 15.89492 13.96221
C13 -2.52815 16.53668 14.99492
C14 -2.62663 15.61751 16.21890
C15 -3.46391 15.42771 12.05400
H33 -3.54483 16.83705 14.74091
H34 -1.95337 17.42924 15.24982
H35 -2.94190 16.26700 17.03652
H36 -1.65303 15.18269 16.43480
H37 -3.39178 14.84604 16.14943
H38 -3.59784 15.27197 10.98781
H39 -4.32871 15.91551 12.50290
H40 -3.33363 14.47992 12.57242
O16 -8.42175 14.57419 17.01183
S6 -8.65370 13.52441 16.04249
O17 -8.99760 12.22471 16.55489
O18 -9.82141 13.99299 15.04670
C16 -10.07119 13.33217 13.81327
C17 -10.87278 12.04552 13.93282
C18 -7.19482 13.28513 15.00391
H41 -9.13352 13.16924 13.27585
H42 -10.63721 14.02027 13.18325
H43 -11.11113 11.70120 12.92554
H44 -11.84617 12.14716 14.41774
H45 -10.36591 11.27917 14.51828
H46 -7.05663 14.15002 14.35997
H47 -7.34122 12.38924 14.40756
H48 -6.31722 13.20274 15.64037
O19 -4.36385 15.99425 19.86078
S7 -5.28175 17.09579 19.66207
O20 -6.57939 16.88847 19.04907
O21 -5.59557 17.76143 21.08428
C19 -4.74787 17.49431 22.21328
C20 -3.98322 18.74006 22.67117
C21 -4.41406 18.50001 18.93183
H49 -4.03216 16.71114 21.98330
H50 -5.37922 17.21260 23.05554
H51 -3.03322 18.77646 22.13411
H52 -3.79089 18.84283 23.73338
H53 -4.58965 19.58650 22.33435
H54 -3.48260 18.67362 19.45915
H55 -5.09301 19.34558 19.03096
H56 -4.32134 18.33248 17.86037

Results of the Mulliken charge analysis, in e, for atoms 1 through 99: 1.88, 1.99, -0.14, -0.34, -0.66, -0.47, 0.24, -0.61, -0.70, 1.21, -0.70, -0.16, -0.18, -1.21, -0.37, 0.32, 0.27, 0.37, 0.32, 0.31, 0.28, -0.30, 0.51, -0.63, 1.17, -0.58, -0.44, 0.26, -1.24, -0.53, -0.10, 0.51, 0.35, 0.35, 0.24, -0.06, 0.16, 0.48, -0.65, 1.16, -0.64, -0.17, 0.26, -1.56, -0.56, 0.53, 0.02, 0.39, 0.42, 0.17, 0.13, 0.48, 0.04, -0.31, 0.64, -0.64, -0.21, -0.41, -1.14, -0.80, 0.27, 0.58, 0.45, 0.26, 0.21, -0.13, 0.52, 0.52, -0.50, 1.06, -0.63, -0.42, 0.37, -0.92, -0.58, -0.15, 0.32, 0.08, 0.40, 0.17, 0.43, -0.09, 0.36, -0.72, 1.01, -0.59, -0.04, -0.32, -1.27, -1.14, 0.34, 0.33, 0.43, 0.32, 0.28, 0.25, 0.49, 0.43, -0.66

=====

[2]
The following is a DFT calculation (ωB97M-V with the def2-TZVPD basis set) of C21H56BCuF4O21S7 as an isolated structure at a distorted geometry.

Calculated values
relative energy (zero: lowest compared OMol25 entry of this formula, charge and spin)	177.43	kJ/mol
HOMO-LUMO gap (alpha / beta)	9.4 / 6.1	eV
<S²>	0.75
multiplicity	2
total energy	-7265.76481	a.u.
total charge	+1

Positions of all 111 atoms, in Å:
Cu1 2.07054 15.26164 20.70850
B1 -0.44812 15.25674 19.10588
F1 0.80953 15.68564 18.57572
F2 -1.36472 16.29305 19.08731
F3 -0.82548 14.13095 18.41182
F4 -0.11623 14.90305 20.46411
O1 -3.79570 19.22573 21.97085
S1 -5.11188 19.37200 21.43048
O2 -5.39011 20.51755 20.63513
O3 -5.50440 18.04259 20.68697
C1 -4.62046 17.60324 19.63415
C2 -5.14082 18.08317 18.29654
C3 -6.29735 19.26059 22.75318
H1 -4.54445 16.52096 19.68546
H2 -3.60835 17.98842 19.76141
H3 -4.74229 17.50112 17.47013
H4 -4.89856 19.13198 18.13598
H5 -6.22720 17.98660 18.32592
H6 -6.72163 18.26592 22.71338
H7 -6.98649 20.09351 22.64798
H8 -5.76067 19.46160 23.67786
O4 -2.23262 17.22717 14.17082
S2 -1.03884 16.49540 14.36463
O5 -0.77618 15.34186 13.56413
O6 0.18271 17.46334 14.20439
C4 -0.09368 18.89273 14.03901
C5 1.25466 19.56715 13.83668
C6 -0.80190 16.05236 16.03058
H9 -0.53162 19.18283 14.99271
H10 -0.73119 19.03518 13.17496
H11 2.05408 18.93795 14.20951
H12 1.15069 20.60844 14.13513
H13 1.39979 19.65714 12.75435
H14 -1.60875 15.40416 16.37082
H15 -0.68152 16.88332 16.71422
H16 0.06781 15.40113 15.98220
O7 0.72303 19.08002 19.10206
S3 0.85302 18.64291 20.42591
O8 1.35868 17.32647 20.71658
O9 1.80597 19.70519 21.08215
C7 2.61531 19.37544 22.21598
C8 4.01671 19.87732 22.04054
C9 -0.62342 18.93019 21.32687
H17 2.63147 18.28955 22.34493
H18 2.20118 19.73568 23.16086
H19 4.37432 19.59686 21.04138
H20 4.72309 19.38982 22.70844
H21 4.04513 20.96385 22.09479
H22 -1.33321 18.16150 21.03758
H23 -0.94884 19.93832 21.09840
H24 -0.29326 18.84755 22.36359
O10 2.20012 11.62744 18.22081
S4 2.72990 12.93392 18.15008
O11 2.42797 13.86054 19.17564
O12 4.30466 12.78119 18.19907
C10 4.97902 12.06266 17.15165
C11 6.29895 11.53783 17.67582
C12 2.43004 13.66174 16.57988
H25 5.17339 12.71649 16.29671
H26 4.37861 11.23634 16.76631
H27 6.13764 10.56946 18.15982
H28 6.82666 12.20452 18.34957
H29 6.91708 11.25210 16.82268
H30 2.70012 14.71136 16.63629
H31 1.34569 13.55880 16.48076
H32 2.88219 13.01010 15.84149
O13 0.58931 17.49519 23.92357
S5 0.36568 16.12525 23.60411
O14 1.17143 15.51873 22.58559
O15 0.53565 15.28013 24.91374
C13 1.80063 15.42179 25.56462
C14 2.00886 14.27314 26.53322
C15 -1.34269 15.81203 23.33289
H33 1.94352 16.38550 26.06143
H34 2.65106 15.43580 24.86881
H35 2.48145 13.42509 26.03196
H36 1.05196 13.92838 26.92113
H37 2.70048 14.51771 27.33687
H38 -1.50591 14.74802 23.47339
H39 -1.54020 16.09727 22.30034
H40 -1.83622 16.45574 24.05338
O16 3.26022 16.36815 19.12557
S6 4.29076 17.15923 18.52106
O17 4.51894 17.04918 17.12469
O18 3.98406 18.60958 18.90746
C16 4.83119 19.67908 18.34940
C17 4.07794 20.97276 18.45663
C18 5.82454 16.82332 19.33892
H41 5.08944 19.48953 17.31203
H42 5.71644 19.65688 18.98433
H43 4.32787 21.59602 19.31235
H44 2.99670 20.90075 18.35056
H45 4.35298 21.57484 17.58250
H46 6.00095 15.75350 19.30468
H47 5.72022 17.21610 20.34956
H48 6.59302 17.37961 18.80952
O19 1.46892 12.04720 23.74053
S7 2.07932 12.09836 22.47292
O20 1.96080 13.29223 21.69104
O21 3.60015 11.80674 22.68414
C19 4.45380 11.65360 21.51847
C20 5.82271 12.19726 21.84962
C21 1.52701 10.75407 21.46220
H49 3.97801 12.14325 20.66952
H50 4.55402 10.58951 21.29231
H51 6.37207 12.18075 20.90744
H52 6.23413 11.61023 22.66107
H53 5.72541 13.25809 22.08537
H54 0.48930 10.99383 21.23774
H55 1.57497 9.83898 22.04512
H56 2.15924 10.72516 20.58029

Results of the Mulliken charge analysis, in e, for atoms 1 through 99: -0.28, -0.87, 0.05, -0.24, -0.25, -0.18, -0.54, 1.28, -0.67, -0.29, 0.31, -1.25, -0.97, 0.34, -0.19, 0.41, 0.30, 0.33, 0.29, 0.35, 0.34, -0.68, 1.32, -0.65, -0.29, -0.17, -1.17, -0.64, 0.30, 0.35, 0.28, 0.35, 0.34, 0.37, 0.15, -0.08, -0.80, 1.54, 1.08, -0.28, 0.33, -1.10, -0.60, -0.23, 0.41, 0.02, 0.37, 0.35, -0.32, 0.62, 0.25, -0.75, 0.97, 1.01, 0.20, -0.43, -1.30, -1.11, 0.38, 0.46, 0.34, 0.24, 0.40, 0.25, 0.31, 0.70, -0.71, 0.97, -0.27, -0.19, -0.07, -1.16, -0.75, 0.39, 0.15, 0.19, 0.30, 0.39, 0.42, 0.03, 0.40, -0.33, 0.69, -0.75, 0.20, -0.54, -1.13, -1.20, 0.53, 0.32, 0.30, 0.23, 0.43, 0.36, 0.28, 0.49, -0.70, 0.94, -0.63